Here is C5H6O in the gas phase from the OMol25 dataset. Energies are from the ωB97M-V functional and the def2-TZVPD basis.

Results
**Molar mass**: 82.1 g/mol
**Lowest unoccupied orbital energy**: -0.12 eV
**Relative energy (zero: lowest compared OMol25 entry of this formula, charge and spin)**: 69.4 kcal per mole
**HOMO energy**: -7.88 eV

Structure (XYZ):
```
12
Properties=species:S:1:pos:R:3:nbo_charge:R:1
C 0.57 1.15 1.52 -0.7001
C 0.33 0.19 0.42 0.4989
C 1.25 -0.21 -0.61 -0.4302
C 0.44 -1.10 -1.27 -0.1552
C -0.91 -1.29 -0.64 -0.1664
O -0.90 -0.32 0.41 -0.4421
H -0.35 1.67 1.81 0.2339
H 0.94 0.62 2.40 0.2547
H 1.34 1.85 1.21 0.2547
H 0.69 -1.62 -2.19 0.2052
H -1.04 -2.25 -0.13 0.2256
H -1.77 -1.10 -1.28 0.2211
```

=====

Here is C5H6O in the gas phase from the OMol25 dataset. Energies are from the ωB97M-V functional and the def2-TZVPD basis.

Results
**Molar mass**: 82.1 g/mol
**Lowest unoccupied orbital energy**: 0.87 eV
**Relative energy (zero: lowest compared OMol25 entry of this formula, charge and spin)**: 40.4 kcal per mole
**HOMO energy**: -9.63 eV

Structure (XYZ):
```
12
Properties=species:S:1:pos:R:3:nbo_charge:R:1
C 2.48 -0.29 0.29 -0.6843
C 1.14 0.32 0.17 0.0252
C -0.03 0.62 0.14 -0.0487
C -1.50 0.69 0.16 -0.5765
C -2.11 -0.42 -0.70 0.4587
O -3.10 -1.02 -0.39 -0.5082
H 2.83 -0.26 1.33 0.2371
H 3.26 0.15 -0.33 0.2357
H 2.38 -1.35 0.02 0.2380
H -1.90 1.65 -0.20 0.2535
H -1.88 0.54 1.17 0.2550
H -1.58 -0.63 -1.66 0.1144
```

=====

Here is C5H6O in the gas phase from the OMol25 dataset. Energies are from the ωB97M-V functional and the def2-TZVPD basis.

Results
**Molar mass**: 82.1 g/mol
**Lowest unoccupied orbital energy**: 1.10 eV
**Relative energy (zero: lowest compared OMol25 entry of this formula, charge and spin)**: 13.9 kcal per mole
**HOMO energy**: -8.68 eV

Structure (XYZ):
```
12
Properties=species:S:1:pos:R:3:nbo_charge:R:1
C 1.14 -0.07 -1.35 -0.6229
C 0.12 -0.06 -0.24 -0.1036
C -0.39 1.03 0.57 -0.3320
C -1.08 0.47 1.58 0.1044
O -1.14 -0.88 1.45 -0.4085
C -0.43 -1.17 0.33 0.0766
H 1.21 -1.07 -1.80 0.2179
H 2.14 0.16 -0.97 0.2207
H 0.92 0.65 -2.14 0.2167
H -0.62 2.05 0.31 0.2292
H -1.58 0.93 2.42 0.2011
H -0.45 -2.21 0.02 0.2005
```

=====

Here is C5H6O in the gas phase from the OMol25 dataset. Energies are from the ωB97M-V functional and the def2-TZVPD basis.

Results
**Molar mass**: 82.1 g/mol
**Lowest unoccupied orbital energy**: 0.37 eV
**Relative energy (zero: lowest compared OMol25 entry of this formula, charge and spin)**: 67.6 kcal per mole
**HOMO energy**: -8.96 eV

Structure (XYZ):
```
12
Properties=species:S:1:pos:R:3:nbo_charge:R:1
C 2.64 -0.57 -0.10 -0.5607
C 1.50 0.05 -0.19 0.3340
C 0.35 0.64 0.01 -0.5313
C -0.73 -0.35 0.05 0.5576
C -2.14 0.15 0.19 -0.7068
O -0.51 -1.54 -0.13 -0.5719
H 3.05 0.34 0.38 0.2830
H 3.13 -1.14 -0.87 0.2514
H 0.21 1.71 -0.01 0.2488
H -2.20 1.22 0.40 0.2106
H -2.61 -0.43 1.00 0.2440
H -2.68 -0.07 -0.73 0.2414
```

=====

Here is C5H6O in the gas phase from the OMol25 dataset. Energies are from the ωB97M-V functional and the def2-TZVPD basis.

Results
**Molar mass**: 82.1 g/mol
**Lowest unoccupied orbital energy**: 1.08 eV
**Relative energy (zero: lowest compared OMol25 entry of this formula, charge and spin)**: 26.1 kcal per mole
**HOMO energy**: -8.43 eV

Structure (XYZ):
```
12
Properties=species:S:1:pos:R:3:nbo_charge:R:1
C -1.77 -0.09 -0.02 -0.6312
C -0.28 0.07 -0.07 -0.0863
C 0.71 -0.97 -0.03 -0.3275
C 1.91 -0.33 -0.04 0.1142
O 1.77 0.98 -0.29 -0.4072
C 0.43 1.22 -0.17 0.0383
H -2.28 0.75 -0.48 0.2252
H -2.15 -0.17 1.00 0.2197
H -2.10 -0.99 -0.54 0.2208
H 0.53 -2.04 -0.04 0.2298
H 2.88 -0.58 0.31 0.2007
H 0.35 2.14 0.37 0.2035
```

=====

Here is C5H6O in the gas phase from the OMol25 dataset. Energies are from the ωB97M-V functional and the def2-TZVPD basis.

Results
**Molar mass**: 82.1 g/mol
**Lowest unoccupied orbital energy**: 1.09 eV
**Relative energy (zero: lowest compared OMol25 entry of this formula, charge and spin)**: 24.1 kcal per mole
**HOMO energy**: -8.41 eV

Structure (XYZ):
```
12
Properties=species:S:1:pos:R:3:nbo_charge:R:1
C -1.90 0.24 -0.66 -0.4829
C -0.75 0.03 -0.04 0.3163
C 0.43 -0.84 -0.42 -0.4945
C 1.54 -0.09 0.28 -0.2987
C 0.97 0.76 1.12 0.1276
O -0.40 0.77 1.08 -0.4864
H -2.59 0.99 -0.27 0.2169
H -2.15 -0.29 -1.57 0.2096
H 0.53 -0.94 -1.50 0.2321
H 0.34 -1.86 0.00 0.2269
H 2.60 -0.24 0.13 0.2271
H 1.39 1.46 1.83 0.2060
```

=====

Here is C5H6O in the gas phase from the OMol25 dataset. Energies are from the ωB97M-V functional and the def2-TZVPD basis.

Results
**Molar mass**: 82.1 g/mol
**Lowest unoccupied orbital energy**: 0.99 eV
**Relative energy (zero: lowest compared OMol25 entry of this formula, charge and spin)**: 69.9 kcal per mole
**HOMO energy**: -9.13 eV

Structure (XYZ):
```
12
Properties=species:S:1:pos:R:3:nbo_charge:R:1
C 1.83 -1.14 -1.36 -0.3890
C 0.65 -1.18 -1.16 0.3165
O -0.65 -1.26 -1.00 -0.4879
C -1.19 -0.85 0.22 0.1084
C -0.92 0.28 0.87 -0.2275
C 0.01 1.38 0.46 -0.6558
H 2.89 -1.10 -1.53 0.2434
H -1.93 -1.57 0.56 0.1965
H -1.45 0.41 1.81 0.2147
H 0.86 1.46 1.16 0.2267
H 0.42 1.24 -0.54 0.2317
H -0.52 2.34 0.49 0.2223
```

=====

Here is C5H6O in the gas phase from the OMol25 dataset. Energies are from the ωB97M-V functional and the def2-TZVPD basis.

Results
**Molar mass**: 82.1 g/mol
**Lowest unoccupied orbital energy**: 0.93 eV
**Relative energy (zero: lowest compared OMol25 entry of this formula, charge and spin)**: 44.7 kcal per mole
**HOMO energy**: -9.84 eV

Structure (XYZ):
```
12
Properties=species:S:1:pos:R:3:nbo_charge:R:1
C 1.86 -1.17 -0.68 -0.2299
C 0.95 -0.74 -0.01 -0.0018
C -0.22 -0.07 0.58 -0.3997
C -0.09 1.43 0.32 -0.5894
C -1.40 -0.78 -0.08 0.4638
O -2.05 -0.34 -0.99 -0.5033
H 2.67 -1.52 -1.27 0.2426
H -0.29 -0.27 1.66 0.2387
H 0.76 1.80 0.91 0.2182
H 0.12 1.62 -0.73 0.2281
H -0.98 1.99 0.61 0.2196
H -1.60 -1.79 0.34 0.1132
```

=====

Here is C5H6O in the gas phase from the OMol25 dataset. Energies are from the ωB97M-V functional and the def2-TZVPD basis.

Results
**Molar mass**: 82.1 g/mol
**Lowest unoccupied orbital energy**: 0.96 eV
**Relative energy (zero: lowest compared OMol25 entry of this formula, charge and spin)**: 78.4 kcal per mole
**HOMO energy**: -8.85 eV

Structure (XYZ):
```
12
Properties=species:S:1:pos:R:3:nbo_charge:R:1
O -1.36 2.22 0.37 -0.5221
C -0.67 1.34 -0.05 0.4583
C -1.02 -0.03 -0.56 -0.5437
C -0.05 -0.87 0.29 -0.2511
C 1.33 -1.02 -0.21 -0.1843
C 1.21 -0.21 0.79 -0.1910
H 0.50 1.39 0.01 0.1026
H -2.06 -0.35 -0.48 0.2375
H -0.74 -0.08 -1.63 0.2258
H -0.51 -1.55 0.99 0.1968
H 1.81 -1.24 -1.15 0.2279
H 1.55 0.39 1.62 0.2434
```

=====

Here is C5H6O in the gas phase from the OMol25 dataset. Energies are from the ωB97M-V functional and the def2-TZVPD basis.

Results
**Molar mass**: 82.1 g/mol
**Lowest unoccupied orbital energy**: 1.10 eV
**Relative energy (zero: lowest compared OMol25 entry of this formula, charge and spin)**: 61.1 kcal per mole
**HOMO energy**: -9.94 eV

Structure (XYZ):
```
12
Properties=species:S:1:pos:R:3:nbo_charge:R:1
C -0.08 -2.29 1.19 -0.2217
C -0.56 -1.32 0.65 -0.0296
C -1.16 -0.16 0.02 -0.0312
O -0.91 0.01 -1.37 -0.4685
C -0.34 0.96 -0.49 0.0872
C 1.15 0.99 -0.38 -0.6422
H 0.34 -3.16 1.65 0.2409
H -2.19 0.04 0.32 0.2102
H -0.84 1.93 -0.52 0.1829
H 1.55 -0.02 -0.23 0.2306
H 1.46 1.62 0.47 0.2186
H 1.59 1.41 -1.29 0.2229
```

=====

Here is C5H6O in the gas phase from the OMol25 dataset. Energies are from the ωB97M-V functional and the def2-TZVPD basis.

Results
**Molar mass**: 82.1 g/mol
**Lowest unoccupied orbital energy (alpha / beta)**: -1.63 / -0.55 eV
**Relative energy (zero: lowest compared OMol25 entry of this formula, charge and spin)**: 139.3 kcal per mole
**HOMO energy (alpha / beta)**: -8.70 / -9.78 eV

Structure (XYZ):
```
12
Properties=species:S:1:pos:R:3:nbo_charge:R:1
C 2.67 0.01 0.35 -0.2237
C 1.55 0.07 -0.09 -0.0621
C 0.26 0.17 -0.83 0.0374
C -0.98 -0.63 -0.08 -0.4833
C -1.45 0.34 0.85 -0.1096
O -0.30 1.36 -0.94 -0.4889
H 3.67 -0.04 0.73 0.2352
H 0.41 -0.39 -1.77 0.1948
H -1.60 -0.63 -0.99 0.2635
H -0.98 -1.66 0.31 0.2270
H -0.98 1.31 0.91 0.2310
H -2.26 0.10 1.55 0.1787
```

=====

Here is a molecular structure, C5H6O from the OMol25 dataset. Energies are from the ωB97M-V functional and the def2-TZVPD basis.

Results
**Molar mass**: 82.1 g/mol
**Lowest unoccupied orbital energy**: 0.95 eV
**Relative energy (zero: lowest compared OMol25 entry of this formula, charge and spin)**: 97.0 kcal per mole
**HOMO energy**: -9.51 eV

Structure (XYZ):
```
12
Properties=species:S:1:pos:R:3:nbo_charge:R:1
C -1.33 1.41 0.33 -0.2405
C -0.20 1.55 -0.10 -0.0472
C 0.81 0.55 -0.55 0.0270
C 0.86 -0.57 0.53 -0.4225
C -0.36 -1.05 -0.27 -0.0696
O 0.13 -0.40 -1.42 -0.4968
H -2.29 1.56 0.76 0.2380
H 1.72 0.93 -1.01 0.2097
H 1.78 -1.15 0.44 0.2209
H 0.66 -0.30 1.57 0.2118
H -1.26 -0.38 0.11 0.1714
H -0.72 -2.07 -0.40 0.1977
```

=====

Here is C5H6O in the gas phase from the OMol25 dataset. Energies are from the ωB97M-V functional and the def2-TZVPD basis.

Results
**Molar mass**: 82.1 g/mol
**Lowest unoccupied orbital energy**: 1.05 eV
**Relative energy (zero: lowest compared OMol25 entry of this formula, charge and spin)**: 63.1 kcal per mole
**HOMO energy**: -10.16 eV

Structure (XYZ):
```
12
Properties=species:S:1:pos:R:3:nbo_charge:R:1
C -0.94 0.34 2.56 -0.2335
C -0.35 0.55 1.53 -0.0148
C 0.40 0.79 0.29 -0.5041
C 0.61 -0.47 -0.53 0.0705
C -0.24 -0.76 -1.69 -0.1116
O 1.06 -0.21 -1.85 -0.4881
H -1.47 0.18 3.47 0.2373
H 1.38 1.22 0.53 0.2442
H -0.13 1.51 -0.34 0.2412
H 1.11 -1.29 -0.02 0.1903
H -1.07 -0.08 -1.90 0.1806
H -0.36 -1.78 -2.05 0.1880
```

=====

Here is 2 unconnected molecules or ions with the total composition C5H6O from the OMol25 dataset. Energies are from the ωB97M-V functional and the def2-TZVPD basis.

Results
**Molar mass**: 82.1 g/mol
**Lowest unoccupied orbital energy (alpha / beta)**: -0.16 / -0.05 eV
**Relative energy (zero: lowest compared OMol25 entry of this formula, charge and spin)**: 236.5 kcal per mole
**HOMO energy (alpha / beta)**: -8.43 / -8.72 eV

Structure (XYZ):
```
12
Properties=species:S:1:pos:R:3:nbo_charge:R:1
C 2.15 -0.47 0.12 -0.7003
C 0.75 -0.02 0.17 0.1524
C -0.40 0.26 0.55 0.0457
C -1.65 0.90 0.04 -0.5082
C -1.43 -0.25 -0.82 0.0611
O -2.11 -1.28 0.90 -0.5251
H 2.61 -0.19 1.07 0.2669
H 2.73 0.00 -0.68 0.2424
H 2.22 -1.55 0.02 0.2541
H -1.61 1.93 -0.26 0.2157
H -2.59 0.75 0.53 0.2859
H -1.03 -0.07 -1.88 0.2095
```

=====

Here is C5H6O in the gas phase from the OMol25 dataset. Energies are from the ωB97M-V functional and the def2-TZVPD basis.

Results
**Molar mass**: 82.1 g/mol
**Lowest unoccupied orbital energy**: 0.83 eV
**Relative energy (zero: lowest compared OMol25 entry of this formula, charge and spin)**: 52.0 kcal per mole
**HOMO energy**: -9.89 eV

Structure (XYZ):
```
12
Properties=species:S:1:pos:R:3:nbo_charge:R:1
C 2.21 -0.40 0.11 -0.6892
C 0.91 0.20 0.32 -0.0036
C -0.13 0.79 0.57 -0.0331
C -1.56 0.82 0.32 -0.5842
C -1.69 -0.44 -0.64 0.4743
O -2.70 -0.91 -1.08 -0.4980
H 2.93 0.14 0.73 0.2448
H 2.52 -0.33 -0.94 0.2376
H 2.22 -1.46 0.39 0.2379
H -1.90 1.74 -0.19 0.2506
H -2.17 0.69 1.22 0.2506
H -0.64 -0.83 -0.79 0.1123
```

=====

Here is C5H6O in the gas phase from the OMol25 dataset. Energies are from the ωB97M-V functional and the def2-TZVPD basis.

Results
**Molar mass**: 82.1 g/mol
**Lowest unoccupied orbital energy**: 0.92 eV
**Relative energy (zero: lowest compared OMol25 entry of this formula, charge and spin)**: 42.3 kcal per mole
**HOMO energy**: -9.51 eV

Structure (XYZ):
```
12
Properties=species:S:1:pos:R:3:nbo_charge:R:1
C 1.09 -1.23 -1.64 -0.4744
C 1.26 -0.64 -0.49 0.1236
C 1.00 -0.08 0.66 -0.4101
C -0.51 -0.10 0.86 0.5893
C -1.22 1.20 0.63 -0.7208
O -1.09 -1.14 1.08 -0.5185
H 0.93 -0.66 -2.55 0.2248
H 1.04 -2.31 -1.68 0.2321
H 1.70 0.37 1.36 0.2471
H -2.24 1.00 0.29 0.2403
H -0.69 1.82 -0.10 0.2270
H -1.27 1.76 1.57 0.2396
```

=====

Here is C5H6O in the gas phase from the OMol25 dataset. Energies are from the ωB97M-V functional and the def2-TZVPD basis.

Results
**Molar mass**: 82.1 g/mol
**Lowest unoccupied orbital energy**: 1.09 eV
**Relative energy (zero: lowest compared OMol25 entry of this formula, charge and spin)**: 9.1 kcal per mole
**HOMO energy**: -8.63 eV

Structure (XYZ):
```
12
Properties=species:S:1:pos:R:3:nbo_charge:R:1
C 0.08 -0.58 1.66 -0.6247
C 0.12 -0.02 0.26 -0.1044
C -0.99 -0.07 -0.65 -0.3225
C -0.49 0.38 -1.84 0.0995
O 0.79 0.80 -1.70 -0.4075
C 1.14 0.57 -0.41 0.0689
H -0.94 -0.48 2.08 0.2167
H 0.32 -1.65 1.66 0.2210
H 0.78 -0.05 2.31 0.2188
H -2.01 -0.34 -0.43 0.2284
H -0.89 0.47 -2.85 0.2031
H 2.09 0.98 -0.09 0.2027
```

=====

Here is 2 unconnected molecules or ions with the total composition C5H6O from the OMol25 dataset. Energies are from the ωB97M-V functional and the def2-TZVPD basis.

Results
**Molar mass**: 82.1 g/mol
**Lowest unoccupied orbital energy**: 0.22 eV
**Relative energy (zero: lowest compared OMol25 entry of this formula, charge and spin)**: 128.6 kcal per mole
**HOMO energy**: -8.93 eV

Structure (XYZ):
```
12
Properties=species:S:1:pos:R:3:nbo_charge:R:1
C 1.68 0.40 -0.12 -0.6942
C 0.47 -0.06 0.59 0.0111
C -0.28 -1.03 1.03 0.2693
O -1.31 -1.64 1.22 -0.6041
C -2.23 0.16 -0.60 -0.1732
C -1.40 0.83 -1.16 -0.2993
H 2.54 -0.17 0.26 0.2583
H 1.88 1.46 0.04 0.2296
H 1.64 0.21 -1.20 0.2385
H 0.69 -1.16 1.73 0.2641
H -2.91 -0.45 -0.05 0.2616
H -0.77 1.46 -1.75 0.2382
```

=====

Here is C5H6O in the gas phase from the OMol25 dataset. Energies are from the ωB97M-V functional and the def2-TZVPD basis.

Results
**Molar mass**: 82.1 g/mol
**Lowest unoccupied orbital energy**: 0.95 eV
**Relative energy (zero: lowest compared OMol25 entry of this formula, charge and spin)**: 68.9 kcal per mole
**HOMO energy**: -9.53 eV

Structure (XYZ):
```
12
Properties=species:S:1:pos:R:3:nbo_charge:R:1
C -2.57 0.00 0.20 -0.6873
C -1.23 -0.10 -0.36 0.0512
C -0.05 0.05 -0.58 -0.0778
C 1.29 0.47 -0.27 -0.0069
C 2.34 -0.50 0.04 -0.0945
O 2.38 0.28 -1.15 -0.4706
H -3.14 -0.93 0.25 0.2357
H -2.37 0.32 1.23 0.2403
H -3.16 0.77 -0.31 0.2371
H 1.30 1.43 0.26 0.2027
H 2.13 -1.55 -0.11 0.1880
H 3.08 -0.25 0.81 0.1821
```

=====

Here is C5H6O in the gas phase from the OMol25 dataset. Energies are from the ωB97M-V functional and the def2-TZVPD basis.

Results
**Molar mass**: 82.1 g/mol
**Lowest unoccupied orbital energy**: 0.80 eV
**Relative energy (zero: lowest compared OMol25 entry of this formula, charge and spin)**: 64.9 kcal per mole
**HOMO energy**: -9.29 eV

Structure (XYZ):
```
12
Properties=species:S:1:pos:R:3:nbo_charge:R:1
C 1.61 0.44 1.63 -0.1787
C 0.85 -0.06 0.84 -0.0359
C -0.12 -0.62 -0.02 -0.1258
C -0.21 -1.90 -0.45 -0.3459
C -1.14 0.37 -0.49 -0.0863
O -0.51 1.58 -0.94 -0.6952
H 2.23 0.76 2.40 0.2258
H 0.58 -2.75 -0.32 0.2210
H -1.09 -2.12 -1.08 0.1959
H -1.63 0.74 0.44 0.1879
H -1.83 -0.01 -1.19 0.1776
H -0.21 1.33 -1.87 0.4596
```

=====

no.,DFT total energy (eV)
1,-7326.27643
2,-7327.53079
3,-7328.68157
4,-7326.35469
5,-7328.15458
6,-7328.23841
7,-7326.25217
8,-7327.34545
9,-7325.88567
10,-7326.63496
11,-7323.24317
12,-7325.07621
13,-7326.54811
14,-7319.02965
15,-7327.03000
16,-7327.44949
17,-7328.88971
18,-7323.70852
19,-7326.29793
20,-7326.47133